No. 1
{"formula": "C37H43FN6O5", "method": "ωB97M-V/def2-TZVPD", "elements": ["C", "C", "C", "O", "O", "C", "C", "C", "C", "C", "C", "C", "O", "C", "O", "O", "C", "N", "F", "H", "H", "H", "H", "H", "H", "H", "H", "H", "H", "H", "H", "H", "H", "H", "H", "H", "H", "C", "C", "C", "N", "C", "C", "H", "H", "H", "H", "H", "C", "C", "C", "N", "C", "C", "H", "H", "H", "H", "H", "C", "C", "C", "N", "C", "C", "H", "H", "H", "H", "H", "C", "C", "C", "N", "C", "C", "H", "H", "H", "H", "H", "C", "C", "C", "N", "C", "C", "H", "H", "H", "H", "H"], "positions_angstrom": [[-1.56, 0.78, -0.52], [-1.56, 0.65, 0.83], [-0.23, 0.92, 1.57], [0.55, 1.73, 1.27], [0.01, 0.06, 2.63], [0.62, -1.11, 2.04], [0.95, -2.19, 3.09], [2.42, -2.10, 3.63], [3.21, -3.44, 3.53], [4.38, -3.43, 2.50], [4.03, -4.00, 1.11], [3.17, -3.06, 0.26], [3.92, -2.17, -0.58], [2.98, -1.81, -1.52], [2.69, -0.77, -1.85], [2.45, -3.04, -1.91], [2.06, -3.64, -0.66], [1.98, -5.06, -0.84], [0.83, -3.09, -0.40], [-2.52, 0.68, -1.02], [-0.61, 0.92, -1.03], [-2.41, 0.32, 1.43], [1.52, -0.76, 1.50], [-0.04, -1.55, 1.28], [0.86, -3.16, 2.57], [0.21, -2.16, 3.89], [2.33, -1.88, 4.70], [2.95, -1.24, 3.19], [3.66, -3.62, 4.51], [2.57, -4.31, 3.33], [5.15, -4.11, 2.91], [4.89, -2.46, 2.44], [3.50, -4.95, 1.25], [4.96, -4.18, 0.56], [2.67, -2.41, 0.99], [0.99, -5.25, -1.00], [2.42, -5.25, -1.74], [-1.63, 5.42, -0.31], [-2.05, 6.45, -1.14], [-1.40, 6.62, -2.36], [-0.39, 5.84, -2.77], [-0.01, 4.86, -1.95], [-0.59, 4.60, -0.72], [-2.11, 5.26, 0.64], [-2.85, 7.11, -0.86], [-1.69, 7.40, -3.04], [0.81, 4.25, -2.32], [-0.24, 3.79, -0.11], [-0.69, 9.04, -6.67], [-0.62, 8.21, -5.57], [-0.64, 6.84, -5.78], [-0.73, 6.28, -6.99], [-0.80, 7.10, -8.04], [-0.78, 8.48, -7.93], [-0.68, 10.12, -6.55], [-0.55, 8.61, -4.57], [-0.59, 6.14, -4.95], [-0.87, 6.62, -9.01], [-0.84, 9.10, -8.82], [-6.86, -1.80, -0.20], [-6.14, -1.86, -1.38], [-4.76, -1.68, -1.31], [-4.09, -1.45, -0.18], [-4.81, -1.40, 0.94], [-6.19, -1.57, 0.99], [-7.93, -1.94, -0.20], [-6.62, -2.03, -2.33], [-4.16, -1.71, -2.21], [-4.24, -1.22, 1.85], [-6.71, -1.53, 1.93], [4.84, 1.27, 1.05], [4.22, 1.29, 2.29], [4.98, 1.00, 3.41], [6.28, 0.71, 3.37], [6.86, 0.70, 2.17], [6.19, 0.97, 0.99], [4.28, 1.49, 0.15], [3.16, 1.52, 2.39], [4.54, 1.01, 4.40], [7.92, 0.46, 2.16], [6.71, 0.95, 0.04], [-4.56, -5.27, 3.29], [-4.32, -4.33, 2.30], [-3.60, -4.72, 1.19], [-3.12, -5.95, 1.01], [-3.36, -6.84, 1.97], [-4.08, -6.55, 3.13], [-5.13, -5.00, 4.18], [-4.68, -3.32, 2.40], [-3.39, -4.01, 0.39], [-2.96, -7.83, 1.80], [-4.25, -7.32, 3.87]], "mulliken_charge": [-0.657, -0.046, 0.592, -0.411, -0.506, -0.243, -0.975, -0.174, -0.889, -0.610, -1.114, 1.806, -0.389, 0.477, -0.366, -0.494, 0.784, -0.663, -0.217, 0.237, 0.258, 0.299, 0.189, 0.254, 0.393, 0.477, 0.594, -0.146, 0.362, 0.444, 0.417, 0.213, 0.346, 0.390, -1.270, 0.325, 0.278, -0.261, -0.708, 0.064, -0.308, -0.500, -0.286, 0.409, 0.359, 0.202, 0.425, 0.506, -0.491, -0.245, -0.126, -0.546, -0.241, -0.304, 0.369, 0.330, 0.635, 0.371, 0.356, -0.219, -0.590, -0.239, -0.079, -0.436, -0.555, 0.390, 0.405, 0.400, 0.604, 0.400, -0.306, -0.135, -0.312, -0.609, -0.310, -0.368, 0.452, 0.436, 0.405, 0.357, 0.385, -0.626, 0.048, -0.177, -0.538, -0.358, -0.244, 0.386, 0.231, 0.488, 0.361, 0.378], "energy_ev": -60959.592, "smiles": "C=CC(=O)OCCCCCC[C@H]1OC(=O)O[C@]1(N)F.c1ccncc1.c1ccncc1.c1ccncc1.c1ccncc1.c1ccncc1", "e_homo_ha": -0.3414, "lumo_energy_ha": 0.0190}

No. 2
{"formula": "C3H11NOS", "method": "ωB97M-V/def2-TZVPD", "elements": ["C", "C", "C", "S", "N", "H", "H", "H", "H", "H", "H", "H", "H", "H", "H", "H", "O"], "positions_angstrom": [[-0.20, -0.07, -1.47], [-0.85, 0.76, -0.38], [0.05, 0.97, 0.90], [-0.91, 1.51, 2.33], [-2.08, 0.16, 0.03], [-0.59, 0.19, -2.46], [-0.22, -1.13, -1.26], [0.82, 0.29, -1.63], [-1.11, 1.80, -0.66], [0.67, 0.09, 1.02], [0.68, 1.82, 0.64], [-1.05, 2.79, 1.94], [-2.34, -0.52, -0.67], [-2.31, 0.51, 0.99], [3.51, -3.38, 0.86], [2.70, -3.09, -0.45], [3.22, -2.69, 0.25]], "mulliken_charge": [-1.549, 0.553, -0.802, -0.210, -0.085, 0.415, 0.499, 0.384, 0.218, 0.434, 0.373, 0.204, 0.318, 0.243, 0.329, 0.317, -0.641], "multiplicity": 2, "energy_ev": -17653.128, "e_homo_ha": [-0.5219, -0.5219], "lumo_energy_ha": [-0.1118, -0.2895], "s_squared": 0.755, "charge": 1}

No. 3
{"formula": "C5H11NO", "method": "ωB97M-V/def2-TZVPD", "elements": ["C", "C", "N", "C", "C", "C", "O", "H", "H", "H", "H", "H", "H", "H", "H", "H", "H", "H"], "positions_angstrom": [[2.43, -0.25, -0.80], [0.91, -0.32, -0.93], [0.23, 0.29, 0.22], [0.81, 0.03, 1.52], [-1.18, 0.17, 0.22], [-1.76, 0.46, -1.14], [-1.82, -0.15, 1.19], [2.88, -1.05, -0.22], [2.82, -0.41, -1.81], [2.72, 0.72, -0.41], [0.48, -1.29, -1.18], [0.70, 0.30, -1.81], [0.96, -1.04, 1.69], [0.14, 0.36, 2.29], [1.75, 0.47, 1.69], [-1.15, 1.18, -1.67], [-1.76, -0.45, -1.76], [-2.77, 0.87, -1.11]], "mulliken_charge": [-1.362, -0.300, 0.028, -1.125, 0.631, -1.150, -0.574, 0.330, 0.398, 0.363, 0.373, 0.273, 0.368, 0.395, 0.361, 0.377, 0.276, 0.337], "energy_ev": -8900.869, "smiles": "CCN(C)C(C)=O", "e_homo_ha": -0.3385, "lumo_energy_ha": 0.0328}